Below is the molecule C4H10O2, with properties calculated with ωB97M-V/def2-TZVPD.

Positions of all 16 atoms, in Å:
C 1.25561 -1.09546 -0.56815
C 0.10518 -0.17274 -0.14486
C 0.40753 1.14336 0.60633
O -0.15690 2.23295 -0.16453
C -1.13270 -0.92753 0.36266
O -2.13958 -0.03244 0.78245
H 2.11952 -0.50500 -0.89197
H 1.60297 -1.82296 0.17687
H 0.92688 -1.67010 -1.44292
H -0.23663 0.29257 -1.07915
H 1.48178 1.29394 0.78264
H -0.11107 1.22644 1.56490
H 0.44745 2.49812 -0.87659
H -1.48459 -1.56040 -0.46985
H -0.94859 -1.60653 1.20708
H -2.13684 0.70577 0.15509

The calculation puts the frontier orbital gap at 10.92 eV. Its LUMO energy is 0.032 Eh. The energy above the lowest of the compared OMol25 structures with the same formula, charge and spin comes out at 1.189 eV.